{
  "formula": "C6H10N3O",
  "method": "ωB97M-V/def2-TZVPD",
  "orbital_gap_ev": 8.8,
  "lumo_energy_ev": -4.43,
  "e_above_lowest_kcal_mol": 42.3,
  "spin_multiplicity": 1,
  "energy_ha": -473.875452,
  "charge": 1,
  "species": ["C", "C", "C", "N", "N", "C", "C", "O", "N", "C", "H", "H", "H", "H", "H", "H", "H", "H", "H", "H"],
  "coordinates": [[2.230082, -0.279266, 0.576266], [0.936480, -0.244310, 0.374303], [0.155817, 0.831623, -0.533770], [0.587682, 1.918932, -1.061456], [-1.103017, 0.407536, -0.588440], [-2.166200, 1.167626, -1.277371], [-1.310379, -0.717358, 0.244975], [-2.318643, -1.305086, 0.367602], [-0.040007, -1.096848, 0.741633], [0.080975, -2.221558, 1.588435], [2.569363, -1.095892, 1.059023], [2.899397, 0.561763, 0.193441], [1.581928, 1.999904, -1.027399], [0.014682, 2.255576, -1.893851], [-3.003370, 0.697434, -1.003217], [-2.249401, 2.121867, -0.936223], [-1.888915, 1.281352, -2.292703], [0.477113, -3.010842, 1.071621], [0.735168, -1.919797, 2.395789], [-0.877589, -2.570651, 1.837127]],
  "atomic_forces_ev_per_a": [[0.3, 3.7, -2.0], [-1.3, 2.9, -2.3], [-0.4, -3.7, 3.0], [-0.9, 0.7, -2.2], [1.0, 1.9, -0.3], [3.5, -1.0, -0.1], [2.3, -1.0, -0.2], [-1.5, -0.3, 0.3], [-2.8, 1.1, -1.0], [0.6, 1.2, 0.9], [1.8, -2.3, 1.6], [-0.9, -1.6, 0.7], [0.6, 0.7, -0.4], [1.5, 0.0, 1.5], [-3.5, -2.0, 0.0], [0.1, 2.8, 1.6], [-0.4, -0.7, -1.4], [1.5, -2.1, -1.3], [-0.2, -0.4, 0.6], [-1.3, 0.0, 1.0]],
  "nbo_charge": [-0.38, 0.14, 0.56, -0.70, -0.39, -0.40, 0.81, -0.51, -0.43, -0.41, 0.23, 0.23, 0.44, 0.44, 0.26, 0.22, 0.21, 0.21, 0.22, 0.25]
}